ORCA calculation (the ωB97M-V functional and the def2-TZVPD basis) on a cluster of 2 separate species, C3H6BrOP in total.

The geometry in XYZ format:
```
12
Properties=species:S:1:pos:R:3:forces:R:3:mulliken_charge:R:1
C -0.141772 -0.217425 -0.686702 -1.5 2.7 0.3 -1.569
C -0.517258 0.535057 0.595991 1.3 0.0 -0.1 -0.090
C -0.195928 -0.538655 1.665293 3.2 0.8 0.6 -0.227
O -0.116673 -3.184064 2.039438 1.0 -1.2 0.3 -0.407
P -1.083776 -2.148220 1.739236 -1.0 1.0 -0.4 0.240
Br -0.636673 0.033833 3.452948 -0.3 0.2 0.6 -0.113
H 0.780389 -0.628510 -0.613900 3.4 -0.5 0.0 0.516
H -0.705819 -1.058439 -0.871154 -2.0 -1.9 -0.1 0.462
H -0.301922 0.426258 -1.521904 0.4 0.4 -0.8 0.357
H 0.207194 1.488251 0.722381 -2.1 -2.1 -0.1 0.274
H -1.628658 0.788260 0.498489 1.5 -0.1 0.8 0.272
H 1.601564 -0.913439 1.930474 -3.8 0.8 -1.0 0.283
```
Forces are in eV/Å.

Its gap between HOMO and LUMO (spin up / spin down) is 8.9 / 8.9 eV. The LUMO energy (spin up / spin down) comes out at -0.6 / -0.6 eV. The largest force on an atom comes out at 4.0 eV/A. For the energy relative to the best compared isomer or geometry (same formula, charge and spin), the calculation gives 73.21 kcal/mol.